[1]
ORCA calculation (the ωB97M-V functional and the def2-TZVPD basis) on one molecule with the formula C6H12N4O4.

```
26
Properties=species:S:1:pos:R:3:forces:R:3:nbo_charge:R:1
C -3.522 -1.917 -1.136 -0.572 -0.950 0.045 -0.44
N -3.626 -0.546 -0.659 1.622 -1.726 -1.654 -0.64
C -2.743 0.380 -1.189 -3.860 3.018 2.979 0.74
O -3.164 1.525 -0.976 2.665 -0.234 -1.082 -0.61
N -1.575 -0.058 -1.828 0.522 1.811 -0.111 -0.33
O -0.389 0.766 -1.514 -1.541 -0.163 0.055 -0.33
C 0.382 0.279 -0.523 2.025 -3.849 1.330 0.90
O 0.334 -0.924 -0.162 -0.896 2.841 -0.770 -0.67
N 1.439 1.093 -0.077 -1.658 0.614 -0.109 -0.48
C 1.649 2.378 -0.749 -0.252 1.977 -0.666 -0.44
C 2.367 0.738 0.916 4.740 0.047 2.717 0.78
O 3.303 1.508 1.291 -3.102 -0.434 -1.490 -0.65
N 2.452 -0.523 1.456 -1.925 -0.175 -0.331 -0.61
C 2.990 -0.847 2.798 0.142 2.517 -0.676 -0.40
H -2.965 -2.023 -2.124 -1.054 0.418 1.119 0.20
H -4.556 -2.342 -1.259 1.143 0.218 0.011 0.22
H -2.957 -2.504 -0.404 -0.190 -0.380 -0.134 0.20
H -4.305 -0.260 0.056 0.646 0.056 -1.073 0.43
H -1.462 -1.010 -1.600 1.390 -1.177 0.447 0.39
H 2.212 3.229 -0.268 -0.561 -1.678 0.665 0.26
H 0.648 2.884 -0.997 1.500 -1.247 -0.161 0.24
H 2.319 2.121 -1.572 -0.651 0.492 -0.634 0.21
H 1.765 -1.147 1.084 -0.379 -0.410 0.104 0.42
H 2.666 -0.121 3.589 0.494 -0.301 -0.904 0.20
H 4.058 -0.897 2.703 0.623 0.327 0.365 0.21
H 2.682 -1.782 3.146 -0.871 -1.610 -0.043 0.20
```
Forces are in eV/Å.

Output
SMILES	CNC(=O)NOC(=O)N(C)C(=O)NC
charge	0
lowest unoccupied orbital energy	0.5	eV
Kohn-Sham gap	10.1	eV
HOMO	-9.559	eV



[2]
ORCA calculation (the ωB97M-V functional and the def2-TZVPD basis) on an isolated ion of composition C6H12NO and charge -2.

```
20
Properties=species:S:1:pos:R:3:forces:R:3:nbo_charge:R:1
C -2.561 -0.674 -0.733 1.252 1.998 -0.019 -0.01
O -3.573 0.153 -0.424 -0.353 -0.245 0.546 -0.98
C -1.119 -0.162 -0.166 0.378 0.383 0.450 -0.44
C 0.054 -1.230 -0.149 -0.542 0.361 1.554 -0.47
C 1.434 -1.033 0.515 1.457 1.256 -0.536 -0.26
C 1.532 0.248 1.314 0.262 1.129 0.019 -0.27
N 1.916 1.480 0.599 0.307 0.034 -0.632 -0.86
C 2.378 1.337 -0.804 -0.845 0.617 1.196 -0.42
H -2.371 -0.654 -1.791 0.422 0.074 -1.799 0.06
H -2.736 -1.746 -0.641 0.103 -1.028 1.192 0.06
H -1.291 0.237 0.878 0.062 -0.664 -0.948 0.19
H -0.789 0.776 -0.694 -0.483 -0.914 0.056 0.20
H -0.171 -2.107 -0.749 0.462 -0.061 -0.212 0.19
H 0.084 -1.512 0.913 -2.080 -1.506 0.752 0.27
H 2.049 -1.858 0.940 -0.843 -0.011 -0.776 0.16
H 0.510 0.322 1.789 0.298 0.454 -0.358 0.14
H 2.136 0.178 2.288 0.112 -0.598 -0.860 0.10
H 3.296 2.057 -1.070 -1.656 -1.270 0.420 0.11
H 2.638 0.286 -0.966 0.562 -0.136 -0.503 0.15
H 1.521 1.524 -1.566 1.123 0.125 0.459 0.11
```
Forces are in eV/Å.

Output
expectation value of S²	0.75
charge	-2
lowest unoccupied orbital energy (spin up / spin down)	6.9 / 6.9	eV
spin multiplicity	2
Kohn-Sham gap (spin up / spin down)	5.0 / 4.9	eV
HOMO (spin up / spin down)	1.919 / 1.938	eV



[3]
ORCA calculation (the ωB97M-V functional and the def2-TZVPD basis) on C6H12NO as an isolated structure.

```
20
Properties=species:S:1:pos:R:3:forces:R:3:nbo_charge:R:1
C -0.666 -1.489 -1.776 1.937 0.322 -1.601 -0.26
C -1.056 -0.207 -1.188 1.152 1.863 4.585 -0.11
C -0.622 0.035 0.677 2.467 1.013 -5.703 0.14
C 0.739 0.553 0.997 0.575 0.704 -2.737 0.23
C 1.082 1.207 2.257 1.759 -0.101 3.476 -0.67
C 1.579 0.831 -0.316 0.487 -0.769 2.682 -0.62
N -2.000 -1.313 -1.218 -1.883 -2.048 3.741 -0.55
O 0.331 -0.783 1.087 0.822 -3.234 0.927 -0.46
H -0.481 -1.410 -2.882 -1.122 -0.516 0.995 0.27
H 0.006 -2.246 -1.352 -0.414 0.593 0.490 0.27
H -1.249 0.760 -1.701 0.019 -1.229 0.032 0.27
H -1.426 0.253 1.217 -3.702 0.497 2.096 0.18
H 2.147 0.968 2.726 -1.968 0.094 -1.547 0.25
H 0.422 1.020 3.143 0.098 -0.305 -1.082 0.24
H 1.083 2.269 2.191 0.026 0.988 -0.485 0.24
H 1.045 1.474 -0.907 -1.436 1.858 -1.471 0.21
H 1.597 -0.102 -0.846 0.670 -0.457 -0.187 0.21
H 2.555 1.321 -0.179 -0.234 -0.721 0.245 0.25
H -2.831 -1.410 -1.764 -0.479 0.351 -0.893 0.45
H -2.255 -1.733 -0.167 1.226 1.097 -3.563 0.46
```
Forces are in eV/Å.

Output
charge	+1
lowest unoccupied orbital energy	-3.6	eV
Kohn-Sham gap	10.5	eV
HOMO	-14.141	eV



[4]
ORCA calculation (the ωB97M-V functional and the def2-TZVPD basis) on a 2-piece molecular cluster, C6H12NO overall.

```
20
Properties=species:S:1:pos:R:3:forces:R:3:nbo_charge:R:1
C 3.443 -0.061 -0.063 4.572 0.521 -1.368 -0.26
C 1.820 0.055 0.344 -3.865 2.069 1.363 -0.36
C 0.921 -0.208 -0.750 2.108 -1.071 -0.486 -0.54
C -3.547 0.641 0.649 -1.919 1.231 -1.309 -0.41
C -4.055 -0.045 -0.641 -0.471 -0.506 5.232 0.31
C -2.845 -0.524 0.011 4.278 -1.198 -2.231 0.06
O -1.733 -0.122 -0.710 -1.629 0.599 -0.982 -0.71
N 4.321 -0.128 0.963 -1.373 -0.653 -0.447 -0.32
H 3.657 0.802 -0.706 -0.718 0.192 0.044 0.21
H 3.452 -0.938 -0.705 -0.255 -0.536 0.641 0.24
H 1.737 1.135 0.630 0.506 -0.807 -0.299 0.24
H 1.722 -0.494 1.280 0.088 -0.536 -0.451 0.24
H -4.032 0.534 1.628 -0.696 0.299 -0.752 0.27
H -3.077 1.608 0.471 0.700 -0.455 0.222 0.30
H -5.012 -0.567 -0.686 -0.057 0.365 -1.048 0.23
H -2.733 -1.478 0.549 -0.422 0.208 -0.454 0.23
H -0.701 -0.171 -0.726 0.009 -0.316 1.750 0.51
H 4.727 0.784 1.186 -0.342 0.123 0.024 0.34
H 1.072 0.428 -1.624 -0.341 0.304 0.191 0.22
H 0.864 -1.250 -1.103 -0.172 0.167 0.359 0.21
```
Forces are in eV/Å.

Output
charge	+1
lowest unoccupied orbital energy	-8.0	eV
Kohn-Sham gap	3.8	eV
HOMO	-11.788	eV



[5]
ORCA calculation (the ωB97M-V functional and the def2-TZVPD basis) on an isolated ion of composition C6H12NO and charge +1.

```
20
Properties=species:S:1:pos:R:3:forces:R:3:nbo_charge:R:1
C 1.766 -1.065 -0.737 1.315 -0.962 0.779 0.15
N 1.144 0.060 -0.678 2.153 0.240 -1.154 -0.42
C -0.191 0.260 -1.089 -2.861 -0.368 -2.034 0.08
C -0.860 -0.356 -2.105 -0.122 -0.563 0.382 -0.31
C -0.982 1.245 -0.289 -2.973 0.874 0.130 -0.46
C -0.735 1.154 1.206 0.075 1.183 0.821 -0.45
C -0.734 -0.268 1.640 0.857 -1.726 -0.772 -0.08
O 0.605 -0.878 1.459 -1.433 0.068 0.737 -0.77
H 1.330 -2.006 -1.042 -1.147 0.508 -0.508 0.23
H 2.793 -1.416 -0.375 -1.098 2.065 -0.277 0.26
H 1.585 0.937 -0.270 -0.357 -1.692 -0.542 0.46
H -0.493 -1.130 -2.803 0.342 0.676 0.523 0.23
H -1.986 -0.199 -2.256 1.983 0.128 0.482 0.25
H -2.124 0.911 -0.391 2.464 0.701 -0.003 0.25
H -1.013 2.298 -0.700 0.546 -1.065 0.435 0.26
H -1.493 1.720 1.790 0.268 -0.302 -0.637 0.25
H 0.216 1.576 1.572 -0.100 0.159 -0.384 0.20
H -1.273 -0.917 0.942 -0.660 0.326 0.487 0.19
H -1.099 -0.365 2.647 0.036 -0.389 0.411 0.21
H 1.124 -0.633 2.206 0.711 0.139 1.124 0.48
```
Forces are in eV/Å.

Output
SMILES	C=[NH+]C(=C)CCCO
charge	+1
lowest unoccupied orbital energy	-5.1	eV
Kohn-Sham gap	9.0	eV
HOMO	-14.059	eV



[6]
ORCA calculation (the ωB97M-V functional and the def2-TZVPD basis) on a 2-piece molecular cluster, C6H12NO overall.

```
20
Properties=species:S:1:pos:R:3:forces:R:3:nbo_charge:R:1
O 0.944 0.374 -0.764 -1.026 2.199 0.737 -0.29
C 1.151 -0.756 -0.999 2.048 -1.363 -1.132 0.27
C 0.201 -1.855 -0.698 -0.825 -0.846 0.519 0.36
C -1.126 -1.726 -0.232 -1.008 0.941 -0.155 -0.61
C -1.803 -0.393 -0.334 -0.153 0.235 0.455 -0.27
C -1.916 0.486 0.651 0.073 0.058 0.348 -0.07
C -2.389 1.893 0.459 -0.766 -0.235 0.642 -0.67
N 3.806 1.244 1.317 -0.032 0.622 0.348 -1.08
H 2.119 -1.040 -1.444 -0.138 -0.440 0.022 0.17
H 0.541 -2.880 -0.837 0.342 0.039 -0.016 0.23
H -1.706 -2.532 -0.722 0.080 -0.316 0.190 0.33
H -1.189 -2.033 0.838 0.425 -0.478 -0.014 0.39
H -2.269 -0.154 -1.266 0.223 0.120 -0.828 0.23
H -1.654 0.214 1.673 0.356 -0.057 -0.133 0.20
H -2.324 2.462 1.380 0.139 -0.013 0.151 0.24
H -1.823 2.418 -0.284 0.278 0.154 -0.523 0.24
H -3.446 1.908 0.194 -0.040 0.019 -0.238 0.24
H 4.357 0.618 1.886 -0.111 -0.548 -0.309 0.36
H 3.647 0.922 0.375 0.291 -0.406 0.019 0.35
H 4.399 2.058 1.237 -0.155 0.316 -0.083 0.37
```
Forces are in eV/Å.

Output
charge	+1
lowest unoccupied orbital energy	-8.4	eV
Kohn-Sham gap	4.3	eV
HOMO	-12.708	eV



[7]
ORCA calculation (the ωB97M-V functional and the def2-TZVPD basis) on a 2-piece molecular cluster, C6H12NO overall.

```
20
Properties=species:S:1:pos:R:3:forces:R:3:nbo_charge:R:1
C -0.523 1.377 2.747 0.855 -1.965 -3.467 -0.04
C -0.171 0.916 1.634 -0.195 0.771 1.782 -0.14
C 1.088 1.172 -0.590 2.468 -0.082 2.003 -0.68
C 1.220 -1.825 0.897 2.432 -0.517 0.401 -0.44
C -2.078 0.161 -1.583 -1.762 1.524 0.677 -0.10
C 0.350 0.445 0.433 -1.061 0.953 1.454 0.17
N 0.229 -0.980 0.193 -0.384 -1.852 -1.758 -0.54
O -1.123 0.365 -2.472 1.242 -3.653 0.598 -0.65
H -0.953 1.494 3.699 -0.169 0.533 0.620 0.26
H 1.216 2.218 -0.429 0.232 0.679 0.963 0.27
H 2.091 0.697 -0.647 -0.278 0.433 -0.338 0.23
H 0.644 1.178 -1.497 -1.362 -0.734 -2.999 0.25
H 1.156 -2.924 0.555 0.183 1.904 0.441 0.25
H 2.250 -1.319 0.695 -1.712 -1.339 0.039 0.24
H 1.119 -1.745 1.987 -0.443 -0.099 -0.408 0.25
H -2.767 0.917 -1.221 0.303 0.157 -0.432 0.18
H -2.074 -0.733 -1.111 -0.103 -2.786 1.113 0.11
H 0.309 -1.269 -0.811 0.587 1.217 0.372 0.45
H -0.715 -1.343 0.276 -0.574 0.260 1.187 0.44
H -1.268 1.196 -2.755 -0.258 4.597 -2.248 0.49
```
Forces are in eV/Å.

Output
expectation value of S²	2.03
charge	+1
lowest unoccupied orbital energy (spin up / spin down)	-3.2 / -5.1	eV
spin multiplicity	3
Kohn-Sham gap (spin up / spin down)	7.8 / 9.6	eV
HOMO (spin up / spin down)	-10.999 / -14.702	eV



[8]
ORCA calculation (the ωB97M-V functional and the def2-TZVPD basis) on a 2-piece molecular cluster, C6H12NO2 overall.

```
21
Properties=species:S:1:pos:R:3:forces:R:3:nbo_charge:R:1
C 3.072 -1.995 0.947 -0.931 -1.136 -0.860 0.00
C 0.087 0.945 0.817 2.570 0.670 -0.086 -0.69
C -0.806 1.774 -1.397 -3.025 0.219 -0.346 -0.65
C -1.071 -0.634 -0.860 -0.592 -1.082 2.433 -0.66
C 2.977 -1.060 -0.054 -0.208 -0.941 1.442 -0.18
C -0.677 0.706 -0.387 -0.420 0.374 -1.357 0.09
N 3.560 0.151 -0.014 0.940 0.387 -0.110 -0.26
O 3.673 0.696 -1.203 -0.244 0.235 0.275 -0.60
O 3.948 -1.931 2.021 -0.317 2.104 -0.521 -0.73
H 2.450 -2.911 0.948 0.539 0.610 -0.102 0.14
H -0.013 0.139 1.526 -0.111 -0.230 0.453 0.21
H 1.280 0.961 0.561 -2.416 0.277 0.676 0.27
H -0.245 1.917 1.254 0.626 -0.563 -0.045 0.20
H 0.038 1.837 -2.030 1.217 0.338 -0.750 0.22
H -1.099 2.774 -1.007 0.582 -0.445 -0.004 0.20
H -1.689 1.480 -2.066 1.118 0.460 0.568 0.18
H -2.074 -0.653 -1.324 0.567 0.037 -0.152 0.20
H -0.334 -1.213 -1.415 0.125 0.156 -0.488 0.22
H -1.162 -1.187 0.115 -0.149 -0.208 -0.889 0.20
H 2.329 -1.260 -0.878 -0.441 -0.336 -0.747 0.16
H 4.125 -0.954 1.937 0.569 -0.928 0.608 0.48
```
Forces are in eV/Å.

Output
charge	-1
lowest unoccupied orbital energy (spin up / spin down)	3.7 / 3.6	eV
Kohn-Sham gap (spin up / spin down)	6.5 / 5.3	eV
HOMO (spin up / spin down)	-2.811 / -1.701	eV



Table of max |F| (Eh/bohr), in record order: 0.1115 0.0520 0.1224 0.1026 0.0686 0.0527 0.0996 0.0594
Table of energy above the lowest of the compared OMol25 structures with the same formula, charge and spin (kJ/mol), in record order: 36.7 376.4 407.2 1077.4 229.2 415.9 130.5 551.4